A cluster of 2 separate species, C2H6N2Si in total, computed with ωB97M-V with the def2-TZVPD basis set.

CARTESIAN COORDINATES (ANGSTROEM)
C (1.5988, 1.1155, -0.0125)
C (2.1566, 0.0588, -0.1234)
N (-1.1692, 0.9597, 0.2902)
N (-0.9708, -1.6275, -0.1667)
Si (-0.6146, -0.1357, -0.9913)
H (0.9954, 1.9699, -0.0229)
H (2.7380, -0.7277, -0.3992)
H (-0.6361, 0.5676, 1.0521)
H (-1.3930, 1.9206, 0.3166)
H (-0.7558, -2.5776, -0.1737)
H (-1.9493, -1.5236, 0.2307)

HOMO ... -0.280 hartree
HOMO-LUMO gap ... 8.739 eV
Spin multiplicity ... 1

natural (NBO) charges in e: -0.227 -0.225 -1.350 -1.368 1.123 0.249 0.229 0.385 0.393 0.397 0.395

=====

A structure of composition C2H6N2Si, computed with ωB97M-V with the def2-TZVPD basis set.

CARTESIAN COORDINATES (ANGSTROEM)
C (-1.6133, -0.0217, -0.4215)
C (-0.2024, -0.6538, -0.7400)
N (-1.8341, 0.7202, 0.5663)
N (0.8808, 0.0115, -0.0257)
Si (0.3763, 0.9145, 1.3310)
H (-2.4742, -0.1613, -0.9776)
H (-0.3132, -1.5939, -0.2994)
H (-0.0295, -0.8523, -1.7175)
H (1.6310, 0.3141, -0.7010)
H (1.2049, 2.0261, 1.3366)
H (-0.0469, 0.1544, 2.4854)

HOMO ... -0.302 hartree
HOMO-LUMO gap ... 8.886 eV
Spin multiplicity ... 1

natural (NBO) charges in e: 0.016 -0.282 -0.604 -1.060 1.319 0.178 0.193 0.201 0.414 -0.197 -0.178

=====

A cluster of 2 separate species, C2H6N3 in total, computed with ωB97M-V with the def2-TZVPD basis set.

CARTESIAN COORDINATES (ANGSTROEM)
C (-0.5124, 0.0145, 0.7021)
C (1.5608, 0.7901, -0.9646)
N (-0.1641, -0.9309, 1.5194)
N (1.6401, 0.3828, -2.1519)
N (-1.6815, 0.6144, 0.7754)
H (-0.7229, -1.4365, 2.2243)
H (0.7861, -1.2523, 1.4607)
H (1.0848, -0.5479, -2.4432)
H (2.5018, 0.7565, -2.6550)
H (-2.0469, 1.4388, 0.1361)
H (-2.4458, 0.1705, 1.3966)

Total charge ... +1
HOMO (alpha / beta) ... -0.467 / -0.498 hartree
HOMO-LUMO gap (alpha / beta) ... 6.985 / 8.664 eV
Spin multiplicity ... 1

natural (NBO) charges in e: 0.408 0.455 -0.790 -0.905 -0.814 0.405 0.418 0.487 0.485 0.452 0.399

=====

The ion C2H6N3 with charge +1, computed with ωB97M-V with the def2-TZVPD basis set.

CARTESIAN COORDINATES (ANGSTROEM)
N (0.9031, -1.1093, -0.0290)
C (0.3933, 0.1230, -0.1464)
N (1.3273, 1.1326, -0.0707)
C (-1.0461, -0.0041, -0.5539)
N (-2.0799, 0.0171, 0.1809)
H (1.8872, -1.2621, 0.1158)
H (0.3428, -1.9369, -0.1540)
H (1.0489, 2.0982, -0.1377)
H (2.3089, 0.9135, -0.1261)
H (-2.9764, -0.1558, -0.2665)
H (-2.1091, 0.1839, 1.1878)

Structure (SMILES) ... NC(N)=C=[NH2+]
Total charge ... +1
HOMO ... -0.505 hartree
HOMO-LUMO gap ... 9.852 eV
Spin multiplicity ... 1

natural (NBO) charges in e: -0.730 0.417 -0.741 0.157 -0.643 0.418 0.430 0.433 0.424 0.430 0.405

=====

A cluster of 2 separate species, C2H6N3 in total, computed with ωB97M-V with the def2-TZVPD basis set.

CARTESIAN COORDINATES (ANGSTROEM)
C (-1.1074, 0.0745, -0.8875)
C (1.1212, 0.6127, 0.3493)
N (0.0251, 0.2636, -0.2155)
N (-1.5317, -1.1509, -1.1883)
N (1.3421, 0.5493, 1.6366)
H (-1.8662, 0.8146, -1.1293)
H (2.3162, 1.3957, -0.4937)
H (-2.5060, -1.2298, -1.3825)
H (-0.9225, -1.9033, -0.9655)
H (2.1990, 0.7609, 2.0593)
H (0.9303, -0.1873, 2.2170)

Total charge ... +1
HOMO ... -0.534 hartree
HOMO-LUMO gap ... 10.000 eV
Spin multiplicity ... 1

natural (NBO) charges in e: 0.404 0.462 -0.547 -0.698 -0.755 0.229 0.206 0.430 0.424 0.424 0.421

=====

A cluster of 2 separate species, C2H6N3 in total, computed with ωB97M-V with the def2-TZVPD basis set.

CARTESIAN COORDINATES (ANGSTROEM)
C (1.0507, -0.7526, -0.2550)
C (0.9148, 0.4188, 0.5057)
N (-2.7640, -0.8366, -0.1625)
N (-2.0739, 0.0618, -0.0550)
N (-1.2268, 0.8964, -0.2737)
H (0.6190, -1.7060, -0.0486)
H (0.9906, -0.4469, -1.4142)
H (2.0792, -1.1734, -0.0726)
H (0.4332, 0.3781, 1.5520)
H (1.2675, 1.3896, 0.0253)
H (-1.2903, 1.7708, 0.1986)

Total charge ... +1
HOMO (alpha / beta) ... -0.570 / -0.570 hartree
HOMO-LUMO gap (alpha / beta) ... 8.840 / 8.841 eV
Spin multiplicity ... 1

natural (NBO) charges in e: -0.802 0.116 0.114 0.230 -0.520 0.291 0.297 0.354 0.253 0.257 0.409

=====

A cluster of 2 separate species, C2H6N3 in total, computed with ωB97M-V with the def2-TZVPD basis set.

CARTESIAN COORDINATES (ANGSTROEM)
C (-1.3573, 0.0879, 0.0393)
C (-0.2915, 0.9349, 0.3672)
N (-2.2106, -0.6681, -0.1165)
N (1.3018, -0.9093, -0.1810)
N (0.0213, 1.9143, -0.3677)
H (0.0876, 0.6854, 1.3713)
H (1.9784, -0.3482, -0.6852)
H (1.7668, -1.3526, 0.6022)
H (0.9886, -1.6388, -0.8093)
H (0.7415, 2.5412, -0.0095)
H (-3.0266, -1.2467, -0.2109)

Total charge ... +1
HOMO ... -0.538 hartree
HOMO-LUMO gap ... 9.067 eV
Spin multiplicity ... 1

natural (NBO) charges in e: 0.685 -0.045 -0.404 -1.075 -0.456 0.250 0.387 0.388 0.381 0.385 0.504

=====

A structure of composition C2H6N3O, computed with ωB97M-V with the def2-TZVPD basis set.

CARTESIAN COORDINATES (ANGSTROEM)
C (1.2546, 0.1433, 0.0074)
C (-0.2831, -1.2129, 0.0709)
N (1.1900, -1.2114, 0.0116)
N (-0.1309, 0.2413, 0.3567)
N (-0.9812, 1.3398, -0.0720)
O (2.0490, 0.9288, -0.3308)
H (-0.5981, -1.3092, -1.0260)
H (-0.8198, -1.8339, 0.7658)
H (1.7419, -1.8419, 0.5057)
H (-0.2242, 2.1164, -0.3478)
H (-1.5767, 1.5860, 0.8112)
H (-1.6215, 1.0538, -0.7527)

Total charge ... +1
HOMO ... -0.549 hartree
HOMO-LUMO gap ... 10.703 eV
Spin multiplicity ... 1

natural (NBO) charges in e: 0.764 -0.045 -0.598 -0.324 -0.542 -0.509 0.196 0.233 0.432 0.496 0.465 0.433

=====

A structure of composition C2H6N3O, computed with ωB97M-V with the def2-TZVPD basis set.

CARTESIAN COORDINATES (ANGSTROEM)
C (-2.5121, 0.1956, -0.2937)
C (0.6001, 0.4462, 0.7384)
N (-1.5339, -0.3564, 0.2374)
N (-0.4447, -0.5534, 0.5725)
N (1.8754, -0.4228, -0.3654)
O (0.3202, 1.4964, 0.3154)
H (-2.7212, 0.1031, -1.3720)
H (-3.2531, 0.6077, 0.3204)
H (1.1920, 0.1272, 1.6840)
H (2.6931, -0.8787, -0.0498)
H (2.3502, 0.2851, -0.8225)
H (1.4340, -1.0498, -0.9647)

Total charge ... +1
HOMO ... -0.542 hartree
HOMO-LUMO gap ... 9.074 eV
Spin multiplicity ... 1

natural (NBO) charges in e: -0.096 0.459 0.129 -0.009 -0.873 -0.558 0.279 0.265 0.191 0.408 0.409 0.396

=====

The ion C2H6N3O with charge +1, computed with ωB97M-V with the def2-TZVPD basis set.

CARTESIAN COORDINATES (ANGSTROEM)
N (1.6178, -0.4097, -0.2147)
C (0.3895, 0.0813, 0.5635)
N (-0.4359, -1.1235, 0.3003)
N (-1.5152, -0.7769, -0.1327)
C (-1.6741, 0.6271, -0.2517)
O (-0.2524, 1.0744, 0.0371)
H (2.3870, -0.5952, 0.3248)
H (1.9285, 0.2263, -0.9876)
H (1.2291, -1.1870, -0.6953)
H (0.6428, 0.1339, 1.8675)
H (-2.0074, 0.9051, -1.3997)
H (-2.3097, 1.0444, 0.5884)

Structure (SMILES) ... [NH3+][C@@H]1N=NCO1
Total charge ... +1
HOMO ... -0.556 hartree
HOMO-LUMO gap ... 10.792 eV
Spin multiplicity ... 1

natural (NBO) charges in e: -0.695 0.332 -0.166 -0.058 -0.007 -0.513 0.443 0.457 0.452 0.225 0.271 0.258

=====

The ion C2H6N3O with charge +1, computed with ωB97M-V with the def2-TZVPD basis set.

CARTESIAN COORDINATES (ANGSTROEM)
O (0.9505, 2.7358, 0.6573)
N (1.3857, 1.6489, 0.3239)
N (0.6857, 0.6579, 0.0627)
C (0.8485, -0.7560, -0.0552)
N (-0.6387, -0.9778, -0.1149)
C (-0.9990, 0.4677, 0.0131)
H (1.2330, -1.1618, -1.0945)
H (1.3044, -1.2732, 0.8007)
H (-0.9525, -1.3157, -1.1253)
H (-0.9544, -1.5758, 0.6540)
H (-1.4001, 0.8054, 0.9352)
H (-1.4632, 0.7445, -1.0571)

Structure (SMILES) ... O=NN1C[NH2+]C1
Total charge ... +1
HOMO ... -0.492 hartree
HOMO-LUMO gap ... 8.675 eV
Spin multiplicity ... 1

natural (NBO) charges in e: -0.320 0.280 -0.209 -0.028 -0.545 -0.120 0.237 0.250 0.474 0.462 0.260 0.260

=====

A cluster of 2 separate species, C2H6N3O in total, computed with ωB97M-V with the def2-TZVPD basis set.

CARTESIAN COORDINATES (ANGSTROEM)
C (-0.3222, 1.0779, 0.8592)
C (-0.3916, -1.9089, -2.0985)
N (1.6203, 1.1332, 2.2117)
N (0.4504, 1.2551, 1.7204)
N (-1.3366, 1.0155, 0.1236)
O (-0.6645, -1.0003, -1.3617)
H (0.6954, -2.1387, -2.5245)
H (-0.9970, -2.7038, -2.3632)
H (2.4538, 0.9269, 1.6589)
H (-1.4512, 1.7120, -0.6898)
H (-2.0942, 0.3864, 0.1927)
H (1.7500, 1.8668, 2.9265)

Total charge ... +1
HOMO ... -0.509 hartree
HOMO-LUMO gap ... 10.160 eV
Spin multiplicity ... 1

natural (NBO) charges in e: 0.635 0.338 -0.560 -0.102 -0.712 -0.567 0.106 0.126 0.416 0.456 0.454 0.410

=====

We obtain energy above the lowest of the compared OMol25 structures with the same formula, charge and spin values of 181.1, 143.7, 499.3, 151.5, 260.8, 524.2, 265.1, 331.3, 513.7, 414.1, 630.5, 409.4 kJ/mol for the records listed above, in that order.
We obtain molecular weight values of 86.2, 86.2, 72.1, 72.1, 72.1, 72.1, 72.1, 88.1, 88.1, 88.1, 88.1, 88.1 g/mol for the records listed above, in that order.